Record 1
Entry from the Open Molecules 2025 dataset: C32H48AsBrNO6RuS4Si2 as an isolated structure (wB97M-V/def2-TZVPD).

The HOMO energy (spin up / spin down) is -1.87 / -2.06 eV. The calculation puts the HOMO-LUMO gap (spin up / spin down) at 5.99 / 6.18 eV. The calculation puts the energy above the lowest of the compared OMol25 structures with the same formula, charge and spin at 1.388 eV. As for the expectation value of S²: 0.759.

```
! wB97M-V def2-TZVPD RIJCOSX def2/J DEFGRID3
* xyz -2 2
Ru 0.326 -0.815 1.600
S -0.974 -1.268 3.491
C -0.585 0.063 4.552
C -0.855 0.038 5.923
C -0.578 1.132 6.727
C -0.015 2.280 6.177
C 0.265 2.317 4.819
C -0.017 1.223 4.003
S 0.285 1.297 2.275
H -1.284 -0.861 6.352
H -0.790 1.086 7.790
H 0.217 3.133 6.804
H 0.713 3.199 4.375
C 6.258 1.261 0.621
Si 5.943 -0.579 0.832
C 5.746 -1.436 -0.824
C 7.504 -1.303 1.627
C 4.533 -0.929 2.012
C 4.727 -1.552 3.227
C 3.649 -1.882 4.054
C 2.383 -1.603 3.605
N 2.170 -0.975 2.438
C 3.198 -0.603 1.639
S 2.791 0.233 0.209
H 7.096 1.440 -0.060
H 6.494 1.723 1.583
H 5.365 1.739 0.218
H 6.727 -1.615 -1.276
H 5.138 -0.839 -1.501
H 5.241 -2.395 -0.693
H 8.344 -1.211 0.934
H 7.375 -2.364 1.855
H 7.776 -0.786 2.551
H 5.732 -1.817 3.542
H 3.785 -2.389 5.000
H 1.494 -1.887 4.148
O -3.551 -2.762 -0.081
As -1.811 -2.617 -0.498
O -1.705 -2.198 -2.069
O -1.420 -1.575 0.760
C -1.346 -4.503 -0.289
C -2.337 -5.379 -0.726
C -2.107 -6.747 -0.776
C -0.876 -7.257 -0.391
C 0.114 -6.395 0.054
C -0.120 -5.029 0.112
S 1.138 -3.961 0.803
O 2.407 -4.626 0.609
O 0.734 -3.794 2.186
O 0.956 -2.725 0.009
H -3.627 -2.244 0.731
H -3.296 -4.984 -1.033
H -2.891 -7.410 -1.124
H -0.686 -8.323 -0.437
H 1.085 -6.761 0.361
C -3.483 -0.084 -3.418
C -2.596 1.120 -3.778
C -1.434 0.524 -4.593
C -3.401 2.070 -4.677
Si -1.944 1.992 -2.184
Br -0.363 0.659 -1.372
C -3.299 2.150 -0.826
C -4.610 2.722 -1.390
C -2.845 3.069 0.317
C -3.583 0.779 -0.187
C -1.060 3.674 -2.551
C -0.174 4.110 -1.372
C -2.053 4.806 -2.852
C -0.123 3.524 -3.758
H -3.764 -0.592 -4.350
H -4.406 0.199 -2.913
H -2.940 -0.814 -2.812
H -1.847 0.079 -5.507
H -0.939 -0.269 -4.031
H -0.689 1.259 -4.892
H -3.825 1.497 -5.510
H -2.781 2.858 -5.109
H -4.232 2.545 -4.150
H -4.476 3.707 -1.845
H -5.329 2.837 -0.569
H -5.068 2.067 -2.131
H -2.747 4.110 0.006
H -1.902 2.736 0.756
H -3.600 3.035 1.112
H -3.922 0.034 -0.906
H -4.371 0.903 0.566
H -2.703 0.375 0.315
H -0.749 4.367 -0.484
H 0.390 5.003 -1.670
H 0.542 3.338 -1.090
H -2.698 5.024 -1.999
H -2.691 4.587 -3.710
H -1.496 5.724 -3.080
H 0.587 2.708 -3.613
H 0.453 4.450 -3.880
H -0.664 3.351 -4.689
*
```

Mulliken population analysis, charges in e, atoms 1 to 6: Ru 2.367; S -0.574; C 0.281; C -0.675; C -0.456; C -0.560



Record 2
Entry from the Open Molecules 2025 dataset: C32H48AsN3O4OsPS as an isolated structure at a distorted geometry (wB97M-V/def2-TZVPD).

The HOMO energy (spin up / spin down) is -16.36 / -16.36 eV. The calculation puts the HOMO-LUMO gap (spin up / spin down) at 6.67 / 6.69 eV. The calculation puts the energy above the lowest of the compared OMol25 structures with the same formula, charge and spin at 4.765 eV.

```
! wB97M-V def2-TZVPD RIJCOSX def2/J DEFGRID3
* xyz 3 1
Os -0.924 -0.760 0.937
N 1.427 -3.122 1.523
C 2.622 -2.440 2.152
C 3.355 -1.627 1.094
C 2.742 -0.255 0.792
N 1.436 -0.346 0.075
C 2.612 0.544 2.083
C 1.773 -0.160 3.137
N 0.333 -0.062 2.787
C 2.222 -1.612 3.380
H 1.718 -3.631 0.685
H 0.701 -2.429 1.239
H 1.016 -3.799 2.168
H 3.273 -3.248 2.485
H 3.467 -2.214 0.176
H 4.365 -1.445 1.463
H 3.457 0.269 0.153
H 1.586 -0.897 -0.769
H 1.209 0.591 -0.251
H 2.199 1.537 1.882
H 3.613 0.704 2.486
H 1.921 0.367 4.083
H 0.110 0.930 2.693
H -0.212 -0.370 3.588
H 1.451 -2.145 3.946
H 3.098 -1.568 4.028
S -1.849 1.237 -0.324
C -3.224 0.639 -1.246
C -4.153 1.565 -1.715
C -5.235 1.116 -2.453
C -5.363 -0.234 -2.753
C -4.411 -1.147 -2.309
C -3.350 -0.718 -1.533
As -2.079 -1.993 -0.809
C -3.008 -3.636 -0.401
C -4.352 -3.655 -0.044
C -4.958 -4.865 0.264
C -4.219 -6.040 0.245
C -2.867 -6.015 -0.074
C -2.257 -4.812 -0.392
C -1.198 -2.350 -2.504
C -0.252 -1.419 -2.932
C 0.274 -1.500 -4.211
C -0.158 -2.505 -5.067
C -1.112 -3.421 -4.648
C -1.635 -3.349 -3.364
H -4.035 2.620 -1.499
H -5.971 1.823 -2.809
H -6.217 -0.582 -3.319
H -4.502 -2.198 -2.556
H -4.912 -2.727 -0.002
H -6.010 -4.889 0.517
H -4.698 -6.981 0.480
H -2.293 -6.932 -0.083
H -1.207 -4.779 -0.669
H 0.040 -0.614 -2.260
H 1.008 -0.780 -4.546
H 0.245 -2.565 -6.069
H -1.463 -4.186 -5.327
H -2.384 -4.062 -3.044
C -5.100 2.411 4.849
C -4.227 2.626 3.627
C -2.780 2.845 4.046
C -4.740 3.751 2.750
O -4.386 1.367 2.796
P -3.400 0.465 2.052
O -3.925 -0.550 1.136
O -2.374 1.479 1.271
O -2.368 -0.247 3.074
C -2.814 -1.435 3.881
C -4.300 -1.383 4.213
C -1.986 -1.386 5.159
C -2.509 -2.684 3.064
H -5.184 3.345 5.404
H -4.667 1.664 5.515
H -6.102 2.095 4.562
H -2.733 3.706 4.711
H -2.141 3.050 3.190
H -2.400 1.981 4.592
H -4.688 4.695 3.290
H -5.777 3.572 2.471
H -4.140 3.837 1.843
H -4.532 -0.533 4.852
H -4.583 -2.296 4.734
H -4.900 -1.310 3.307
H -2.081 -0.409 5.634
H -0.929 -1.591 4.967
H -2.349 -2.138 5.857
H -3.218 -2.791 2.247
H -2.585 -3.566 3.699
H -1.481 -2.645 2.651
*
```

Mulliken population analysis, charges in e, atoms 1 to 6: Os 1.567; N 0.283; C 0.187; C -1.486; C 0.118; N -0.634



Record 3
Entry from the Open Molecules 2025 dataset: C32H48AsNO4P2RuS4 as an isolated structure at a distorted geometry (wB97M-V/def2-TZVPD).

The HOMO energy (spin up / spin down) is -4.28 / -4.52 eV. The calculation puts the HOMO-LUMO gap (spin up / spin down) at 6.55 / 5.61 eV. The calculation puts the energy above the lowest of the compared OMol25 structures with the same formula, charge and spin at 1.573 eV. As for the expectation value of S²: 8.780.

```
! wB97M-V def2-TZVPD RIJCOSX def2/J DEFGRID3
* xyz -1 6
Ru -0.581 0.452 -0.103
O -2.450 -3.254 1.623
C -2.296 -2.312 0.849
O -1.815 -1.164 1.101
C -2.781 -2.514 -0.613
P -2.147 -1.179 -1.714
C -3.559 -0.006 -1.761
C -3.966 0.577 -2.961
C -4.947 1.556 -2.969
C -5.515 1.981 -1.776
C -5.119 1.402 -0.580
C -4.150 0.409 -0.569
C -2.527 -2.093 -3.295
C -3.835 -2.494 -3.581
C -4.108 -3.296 -4.676
C -3.084 -3.708 -5.520
C -1.785 -3.315 -5.253
C -1.514 -2.518 -4.147
H -3.872 -2.508 -0.620
H -2.443 -3.485 -0.978
H -3.516 0.273 -3.898
H -5.258 2.002 -3.906
H -6.255 2.771 -1.784
H -5.551 1.743 0.352
H -3.828 -0.034 0.366
H -4.643 -2.174 -2.937
H -5.126 -3.609 -4.871
H -3.300 -4.325 -6.382
H -0.974 -3.628 -5.899
H -0.491 -2.228 -3.951
O -4.588 6.329 -0.148
C -3.870 5.361 -0.126
S -2.976 4.765 -1.526
C -2.206 3.387 -0.745
C -2.506 3.195 0.587
S -1.917 1.952 1.573
S -3.592 4.378 1.313
S -1.165 2.431 -1.676
C 1.497 2.981 2.241
C 1.831 1.883 3.264
C 3.034 2.283 4.121
C 0.618 1.720 4.185
P 2.025 0.240 2.285
N 1.001 0.087 1.137
C 1.800 -1.233 3.492
C 2.216 -2.479 2.701
C 0.294 -1.375 3.772
C 2.598 -1.179 4.794
C 3.798 0.212 1.545
C 4.945 -0.066 2.513
C 3.989 1.571 0.859
C 3.801 -0.820 0.413
H 0.852 3.735 2.699
H 0.956 2.558 1.395
H 2.386 3.484 1.863
H 2.761 3.153 4.727
H 3.898 2.562 3.521
H 3.327 1.482 4.802
H 0.352 2.694 4.606
H 0.826 1.050 5.018
H -0.242 1.351 3.630
H 1.727 -2.475 1.725
H 1.892 -3.374 3.238
H 3.297 -2.544 2.571
H -0.294 -1.052 2.911
H -0.024 -0.812 4.648
H 0.048 -2.424 3.947
H 3.669 -1.078 4.613
H 2.437 -2.111 5.344
H 2.278 -0.359 5.438
H 4.948 0.625 3.356
H 5.895 0.051 1.980
H 4.910 -1.086 2.897
H 4.132 2.382 1.571
H 3.129 1.786 0.222
H 4.878 1.532 0.222
H 3.859 -1.848 0.766
H 4.658 -0.636 -0.244
H 2.890 -0.682 -0.166
C 0.155 0.393 -4.025
As 1.454 -0.138 -2.675
C 3.056 -0.354 -3.785
C 1.284 -1.872 -1.783
O 1.740 1.099 -1.653
H 0.275 -0.152 -4.959
H 0.372 1.451 -4.171
H -0.861 0.315 -3.652
H 2.945 -1.125 -4.548
H 3.895 -0.602 -3.134
H 3.257 0.607 -4.258
H 0.595 -2.551 -2.278
H 0.920 -1.653 -0.776
H 2.274 -2.325 -1.726
*
```

Mulliken population analysis, charges in e, atoms 1 to 6: Ru 2.307; O -0.782; C 0.009; O -0.483; C -0.685; P 1.738



Record 4
Entry from the Open Molecules 2025 dataset: C32H48Cl2Ge3NNiS as an isolated structure (wB97M-V/def2-TZVPD).

The HOMO energy (spin up / spin down) is -4.01 / -4.01 eV. The calculation puts the HOMO-LUMO gap (spin up / spin down) at 6.57 / 6.57 eV. The calculation puts the energy above the lowest of the compared OMol25 structures with the same formula, charge and spin at 1.711 eV.

```
! wB97M-V def2-TZVPD RIJCOSX def2/J DEFGRID3
* xyz -1 1
Ni -0.534 -0.104 -0.621
C -1.068 -1.583 3.972
C -1.578 -1.408 2.544
Ge -0.737 0.115 1.619
C -1.574 1.682 2.510
C -0.858 3.029 2.516
C 1.185 0.311 2.075
C 2.228 0.247 1.242
Ge 1.889 -0.080 -0.711
C 2.463 -1.725 -1.721
C 3.750 -2.485 -1.414
C 2.839 1.374 -1.695
C 4.259 1.029 -2.133
C 3.589 0.559 1.719
C 3.834 1.630 2.579
C 5.115 1.898 3.038
C 6.183 1.102 2.648
C 5.956 0.038 1.786
C 4.676 -0.221 1.320
H -1.535 -2.442 4.460
H -1.275 -0.706 4.592
H 0.013 -1.747 3.995
H -2.644 -1.195 2.546
H -1.447 -2.319 1.959
H -1.674 1.328 3.545
H -2.595 1.783 2.136
H 0.204 2.920 2.752
H -1.297 3.702 3.258
H -0.914 3.515 1.544
H 1.396 0.538 3.128
H 2.502 -1.342 -2.749
H 1.622 -2.418 -1.692
H 4.642 -1.864 -1.525
H 3.864 -3.341 -2.085
H 3.748 -2.886 -0.397
H 2.825 2.273 -1.076
H 2.230 1.608 -2.574
H 4.919 0.878 -1.278
H 4.694 1.825 -2.746
H 4.282 0.116 -2.732
H 3.010 2.272 2.871
H 5.281 2.742 3.698
H 7.183 1.315 3.005
H 6.779 -0.592 1.466
H 4.513 -1.048 0.646
Cl -0.365 0.059 -3.152
C -0.384 1.797 -3.323
C -0.539 2.304 -4.600
C -0.534 3.675 -4.798
C -0.374 4.515 -3.708
C -0.225 3.982 -2.442
Cl -0.023 5.084 -1.113
C -0.231 2.599 -2.185
S -0.008 2.016 -0.576
H -0.659 1.616 -5.426
H -0.656 4.085 -5.792
H -0.363 5.590 -3.826
C -2.623 -2.200 -2.213
C -1.549 -2.770 -1.339
C -1.390 -4.135 -1.183
C -0.363 -4.319 -0.243
C 0.069 -3.061 0.129
C 1.110 -2.860 1.181
N -0.644 -2.092 -0.549
H -3.176 -3.041 -2.638
H -2.280 -1.592 -3.046
H -3.331 -1.600 -1.657
H -1.977 -4.887 -1.690
H 0.030 -5.247 0.145
H 1.464 -3.848 1.484
H 0.743 -2.355 2.078
H 1.979 -2.296 0.856
C -4.714 -2.014 0.616
Ge -4.384 -0.122 0.118
C -5.600 0.192 -1.421
C -5.186 0.944 1.583
C -2.585 0.480 -0.379
H -5.790 -2.195 0.536
H -4.421 -2.242 1.639
H -4.197 -2.710 -0.045
H -6.638 -0.013 -1.146
H -5.337 -0.445 -2.268
H -5.528 1.232 -1.749
H -6.264 0.770 1.594
H -5.009 2.010 1.426
H -4.791 0.674 2.566
H -2.529 1.506 0.002
H -2.668 0.591 -1.470
*
```

Mulliken population analysis, charges in e, atoms 1 to 6: Ni -1.010; C -1.581; C 0.032; Ge 0.798; C -0.178; C -1.144